Entry one
Computed, not measured: a 2-piece molecular cluster, C6H6ClN2O5S overall, with ωB97M-V/def2-TZVPD.

Element x y z (Å)
1 C -2.758 0.328 0.075
2 C -1.492 -0.164 0.005
3 C -3.701 -0.741 -0.223
4 C 0.999 0.603 0.978
5 C 1.246 1.734 0.123
6 C 3.434 -0.658 0.559
7 N -2.880 -1.811 -0.446
8 N 0.210 2.306 -0.519
9 O 1.503 -0.908 -1.232
10 O -4.920 -0.772 -0.277
11 O 2.388 2.209 0.141
12 O 1.225 -2.043 0.928
13 O -1.523 -1.445 -0.307
14 S 1.643 -0.859 0.212
15 Cl -3.227 1.937 0.442
16 H 3.958 -1.411 -0.017
17 H 3.709 0.342 0.251
18 H 3.578 -0.802 1.621
19 H -3.082 -2.763 -0.692
20 H -0.666 1.801 -0.524
21 H 0.356 3.116 -1.097

Properties
net charge	-1
molar mass	253.6	g mol⁻¹
HOMO energy (spin up / spin down)	-5.384 / -5.385	eV
gap between HOMO and LUMO (spin up / spin down)	0.275 / 0.275	hartree
lowest unoccupied orbital energy (spin up / spin down)	2.1 / 2.1	eV

Entry two
Computed, not measured: C6H6ClN2O5S as an isolated structure, with ωB97M-V/def2-TZVPD.

Element x y z (Å)
1 C 2.011 0.856 -1.339
2 C 0.965 0.704 -0.500
3 C 2.134 2.296 -1.606
4 C 0.181 -0.920 0.405
5 C -0.575 -1.791 -0.429
6 C -1.802 -1.047 2.628
7 N 1.001 2.749 -1.037
8 N -0.232 -1.988 -1.759
9 O -2.168 0.511 0.557
10 O 2.871 2.958 -2.313
11 O -1.362 -2.599 0.067
12 O -0.397 1.091 2.219
13 O 0.372 1.807 -0.196
14 S -1.014 0.098 1.350
15 Cl 3.278 -0.307 -1.677
16 H -0.951 -1.318 3.147
17 H -2.544 -0.664 3.346
18 H -2.148 -2.031 2.210
19 H 0.954 3.594 -0.536
20 H 0.111 -1.297 -2.299
21 H -0.685 -2.700 -2.236

Properties
net charge	-1
molar mass	253.6	g mol⁻¹
HOMO energy	-5.067	eV
gap between HOMO and LUMO	0.305	hartree
lowest unoccupied orbital energy	3.2	eV

List of relative energies, unit kJ/mol: entry one 81.2; entry two 0.0

Entry one
Computed, not measured: an isolated ion of composition C3H2NOS2 and charge -1, with ωB97M-V/def2-TZVPD.

Element x y z (Å)
1 C -1.721 0.045 0.231
2 C 0.611 0.676 -0.437
3 C 1.633 -0.374 0.222
4 N -0.601 0.161 -0.431
5 O 1.058 1.653 -0.999
6 S -2.977 -0.976 -0.376
7 S 2.169 -1.582 -0.688
8 H -1.880 0.657 1.075
9 H 1.708 -0.259 1.402

Properties
SMILES	[O-]/C(C=S)=N/C=S
net charge	-1
molar mass	132.2	g mol⁻¹
HOMO energy	-3.929	eV
gap between HOMO and LUMO	0.255	hartree
lowest unoccupied orbital energy	3.0	eV

Entry two
Computed, not measured: an isolated ion of composition C3H2NOS2 and charge -1, with ωB97M-V/def2-TZVPD.

Element x y z (Å)
1 C 1.259 -0.380 -0.635
2 C -0.563 1.138 0.026
3 C -1.025 -0.186 0.692
4 N 0.447 0.628 -0.664
5 O -1.116 2.199 0.034
6 S -1.914 -1.158 -0.237
7 S 2.584 -0.606 0.348
8 H 1.030 -1.179 -1.268
9 H -0.702 -0.456 1.703

Properties
SMILES	[O-]/C(C=S)=N/C=S
net charge	-1
molar mass	132.2	g mol⁻¹
HOMO energy	-4.234	eV
gap between HOMO and LUMO	0.278	hartree
lowest unoccupied orbital energy	3.3	eV

List of relative energies, unit kJ/mol: entry one 0.0; entry two 13.0

Entry one
Computed, not measured: a single C9H8N2O2 molecule, with ωB97M-V/def2-TZVPD.

Element x y z (Å)
1 C -0.390 -1.682 -0.062
2 C -1.207 -1.534 1.010
3 C -1.334 -0.203 1.615
4 C -0.695 0.909 1.185
5 C 0.197 0.752 0.077
6 C 0.942 1.812 -0.481
7 C 1.676 1.610 -1.668
8 C 1.704 0.327 -2.253
9 C 0.357 -0.516 -0.573
10 H -0.549 -3.689 -0.489
11 H 0.425 -2.874 -1.561
12 H -1.824 -2.336 1.345
13 H -1.996 0.866 2.928
14 H -0.158 2.599 2.354
15 H 0.735 2.845 -0.101
16 H 2.169 2.485 -2.145
17 H 2.319 0.089 -3.139
18 N -0.324 -2.812 -0.894
19 N 1.057 -0.707 -1.710
20 O -2.171 -0.063 2.688
21 O -0.936 2.122 1.874

Properties
SMILES	Nc1cc(O)c(O)c2cccnc12
molar mass	176.2	g mol⁻¹
HOMO energy	-7.690	eV
gap between HOMO and LUMO	0.294	hartree
lowest unoccupied orbital energy	0.3	eV

Entry two
Computed, not measured: a single C9H8N2O2 molecule, with ωB97M-V/def2-TZVPD.

Element x y z (Å)
1 C 3.049 0.253 -0.362
2 C 2.818 1.335 0.553
3 C 1.935 -0.403 -0.860
4 C 1.576 1.921 0.724
5 C -0.459 -0.958 -0.554
6 C 0.616 -0.109 -0.480
7 C 0.420 1.274 0.176
8 C -1.757 -0.771 -0.052
9 C -2.599 -1.911 0.450
10 N -0.736 1.917 0.015
11 N -2.422 0.420 -0.152
12 O -3.488 0.746 0.304
13 O -1.618 1.421 -0.954
14 H 4.046 0.013 -0.604
15 H 3.761 1.894 0.978
16 H 2.009 -1.325 -1.409
17 H 1.601 2.880 1.213
18 H -0.230 -1.976 -0.715
19 H -3.540 -1.762 0.108
20 H -2.711 -2.083 1.596
21 H -2.270 -2.776 0.023

Properties
SMILES	CC1=[N+]([O-])ON=c2ccccc2=C1
molar mass	176.2	g mol⁻¹
HOMO energy (spin up / spin down)	-8.121 / -8.124	eV
gap between HOMO and LUMO (spin up / spin down)	0.252 / 0.252	hartree
lowest unoccupied orbital energy (spin up / spin down)	-1.3 / -1.3	eV

List of relative energies, unit kJ/mol: entry one 0.0; entry two 655.4

Entry one
Computed, not measured: a 16-piece molecular cluster, H33O16 overall, with ωB97M-V/def2-TZVPD.

Element x y z (Å)
1 O -1.200 -4.878 -1.654
2 H -0.679 -5.131 -0.881
3 H -1.420 -5.709 -2.085
4 O 0.232 0.898 3.678
5 H -4.068 0.201 2.681
6 H 0.799 0.521 2.996
7 O -3.176 0.285 3.075
8 H -3.144 1.225 3.297
9 H -1.446 1.969 0.667
10 O -3.430 -1.560 0.204
11 H -3.267 -2.342 -0.354
12 H 3.013 -4.088 1.188
13 O 3.360 1.064 3.167
14 H 3.471 2.001 3.334
15 H 4.170 0.589 3.354
16 O 1.860 3.895 -3.513
17 H 1.805 3.193 -4.159
18 H -1.893 -1.440 2.591
19 O -1.236 3.729 3.077
20 H -0.459 3.473 2.572
21 H -1.009 3.619 4.008
22 O -0.525 3.079 -2.645
23 H -3.636 -0.899 -0.469
24 H -1.266 2.952 -3.279
25 O -1.608 1.216 1.241
26 H -1.127 0.115 0.333
27 O -1.054 -1.910 2.453
28 H -0.565 -1.218 0.379
29 H -0.501 -1.195 2.832
30 O -2.199 1.138 -3.639
31 H -2.941 0.893 -4.199
32 H -2.072 0.383 -3.052
33 O -0.151 -2.324 -2.653
34 H 2.543 3.814 -2.850
35 H 0.591 -2.940 -2.474
36 O 3.255 -3.420 0.543
37 H 3.942 -2.862 0.912
38 H -0.865 -2.963 -2.767
39 O -0.707 -0.548 -0.349
40 H 0.200 -0.342 -0.807
41 H -2.432 1.166 1.719
42 O 4.090 0.751 -2.033
43 H 4.811 1.347 -2.308
44 H 3.820 0.505 -2.929
45 O 1.455 -1.160 -0.848
46 H 2.065 -1.359 -0.110
47 H 0.837 1.180 4.376
48 H -0.321 3.918 -3.084
49 H 2.079 -0.832 -1.530

Properties
net charge	+1
molar mass	289.2	g mol⁻¹
HOMO energy	-12.739	eV
gap between HOMO and LUMO	0.372	hartree
lowest unoccupied orbital energy	-2.6	eV

Entry two
Computed, not measured: a 16-piece molecular cluster, H33O16 overall, with ωB97M-V/def2-TZVPD.

Element x y z (Å)
1 O 2.417 -0.143 0.726
2 H 2.524 -1.087 0.613
3 H -0.986 -5.235 -1.655
4 O 1.781 2.445 -0.214
5 H -0.999 2.829 -1.467
6 H 1.498 -5.063 1.035
7 O -2.408 0.381 4.119
8 H -1.763 -0.261 3.824
9 H -2.712 -0.353 -3.286
10 O -0.757 2.991 -0.544
11 H 0.200 3.167 -0.502
12 H 0.689 -1.136 1.664
13 O 4.687 1.586 1.723
14 H 1.991 2.332 0.715
15 H 4.678 1.402 2.656
16 O 4.961 -1.872 -0.086
17 H 4.445 -2.398 -0.692
18 H -3.914 -0.935 -2.532
19 O -3.279 3.099 -1.315
20 H -0.101 0.129 -0.091
21 H -4.000 2.807 -1.864
22 O -0.904 0.566 0.253
23 H -2.558 -4.878 -1.966
24 H -0.745 1.997 -0.105
25 O -2.954 -0.875 -2.515
26 H 3.267 0.234 0.942
27 O 1.666 -4.158 1.311
28 H 1.533 -1.055 -1.529
29 H 0.806 -3.795 1.528
30 O 0.634 -0.748 -1.528
31 H 0.250 -0.589 -2.391
32 H -0.734 2.592 -5.230
33 O -2.479 2.428 1.634
34 H -1.558 -2.063 0.842
35 H 0.187 2.793 -4.034
36 O 0.438 -1.208 2.580
37 H 0.819 -0.470 3.058
38 H -2.271 3.347 1.833
39 O -0.725 2.633 -4.269
40 H -2.784 2.048 2.465
41 H 5.866 -2.168 -0.133
42 O -1.805 -4.834 -1.383
43 H 4.960 2.487 1.551
44 H -2.316 1.305 3.982
45 O -2.026 -2.869 1.062
46 H -1.766 0.226 -0.004
47 H 2.557 2.373 -0.758
48 H -3.662 3.048 -0.428
49 H -2.645 -3.051 0.404

Properties
net charge	+1
molar mass	289.2	g mol⁻¹
HOMO energy	-13.124	eV
gap between HOMO and LUMO	0.377	hartree
lowest unoccupied orbital energy	-2.9	eV

List of relative energies, unit kJ/mol: entry one 11.9; entry two 0.0